{
  "formula": "C19H21N5O5S2",
  "method": "wB97M-V/def2-TZVPD",
  "species": ["C", "S", "O", "O", "N", "C", "C", "N", "C", "C", "C", "C", "N", "C", "S", "N", "C", "O", "C", "C", "C", "C", "C", "C", "N", "O", "O", "C", "C", "C", "C", "H", "H", "H", "H", "H", "H", "H", "H", "H", "H", "H", "H", "H", "H", "H", "H", "H", "H", "H", "H", "H"],
  "xyz": [[2.928, 2.470, 0.012], [4.600, 2.784, 0.648], [5.249, 3.678, -0.263], [4.473, 3.150, 2.026], [5.455, 1.368, 0.613], [5.181, 0.369, 1.623], [4.902, -0.983, 0.944], [4.174, -0.805, -0.286], [2.798, -0.851, -0.341], [1.999, -0.889, 0.810], [0.626, -0.946, 0.718], [-0.015, -0.962, -0.521], [-1.407, -0.991, -0.502], [-2.309, -0.976, -1.483], [-2.081, -1.002, -3.117], [-3.648, -0.944, -1.070], [-4.137, -0.900, 0.199], [-3.473, -1.044, 1.208], [-5.634, -0.775, 0.254], [-6.440, -1.888, 0.058], [-7.815, -1.784, 0.198], [-8.402, -0.575, 0.543], [-7.613, 0.542, 0.742], [-6.236, 0.436, 0.592], [-5.411, 1.605, 0.756], [-5.900, 2.572, 1.292], [-4.278, 1.543, 0.320], [0.769, -0.949, -1.672], [2.143, -0.900, -1.578], [4.941, -0.112, -1.304], [5.934, 0.878, -0.650], [2.988, 2.262, -1.047], [2.480, 1.647, 0.553], [2.369, 3.381, 0.185], [4.329, 0.721, 2.205], [6.040, 0.284, 2.299], [5.853, -1.464, 0.692], [4.360, -1.653, 1.610], [2.443, -0.858, 1.793], [0.033, -0.963, 1.621], [-1.816, -0.977, 0.438], [-4.292, -0.843, -1.845], [-5.987, -2.834, -0.194], [-8.432, -2.655, 0.042], [-9.472, -0.503, 0.654], [-8.036, 1.500, 1.004], [0.307, -0.985, -2.643], [2.717, -0.926, -2.490], [5.500, -0.834, -1.916], [4.258, 0.431, -1.958], [6.083, 1.753, -1.283], [6.904, 0.399, -0.489]],
  "nbo_charge": [-0.874, 2.325, -0.950, -0.947, -0.687, -0.231, -0.230, -0.433, 0.169, -0.241, -0.206, 0.099, -0.563, 0.280, -0.218, -0.631, 0.694, -0.601, -0.039, -0.202, -0.170, -0.200, -0.173, 0.018, 0.530, -0.355, -0.369, -0.212, -0.255, -0.224, -0.248, 0.236, 0.245, 0.255, 0.222, 0.202, 0.198, 0.224, 0.208, 0.215, 0.442, 0.436, 0.231, 0.226, 0.228, 0.253, 0.255, 0.216, 0.193, 0.208, 0.254, 0.199],
  "charge": 0,
  "largest_force_ha_per_bohr": 0.0263,
  "mol_weight_g_mol": 463.54,
  "energy_ev": -59399.863,
  "relative_energy_kcal_mol": 60.2,
  "gap_ev": 6.62,
  "homo_ev": -7.613
}